Entry 1:
Density functional theory data (ωB97M-V/def2-TZVPD) for a cluster of 7 separate species, C27H74N6O7 in total.

## Properties
orbital gap	9.2	eV
SMILES	COC[C@H](C)N.COC[C@H](C)N.COC[C@H](C)N.COC[C@H](C)N.COC[C@H](C)N.COC[C@H](C)N.CC(C)O
relative energy (zero: lowest compared OMol25 entry of this formula, charge and spin)	14.2	kcal per mole

The geometry in XYZ format:
```
114
Properties=species:S:1:pos:R:3:forces:R:3
C 11.4091 18.0516 11.2102 -0.10 -0.56 1.01
C 12.2495 19.2987 11.1388 1.01 0.68 -0.07
C 13.0128 19.3386 9.8131 -0.48 -0.59 0.88
O 11.9567 19.2719 8.9236 -1.12 0.34 -1.37
C 12.1890 19.2511 7.5370 1.49 0.60 0.64
N 11.4266 20.5649 11.2146 -0.32 -1.62 -0.04
H 10.5257 18.1434 10.5648 0.07 -0.10 0.54
H 11.2201 17.8556 12.2838 -0.67 0.12 -0.55
H 11.9465 17.1565 10.9032 0.24 -0.01 -0.29
H 13.0262 19.2871 11.9228 -0.48 0.17 0.05
H 13.6103 18.4241 9.6620 0.37 0.33 0.32
H 13.6124 20.2516 9.8238 0.08 0.12 -0.65
H 13.0531 18.6093 7.3086 -0.52 -0.55 -0.17
H 12.5641 20.2284 7.2180 -0.46 0.27 -0.25
H 11.2534 18.9836 7.0649 0.11 -0.14 -0.29
H 10.8417 20.4583 10.3784 0.39 0.50 -0.17
H 10.6978 20.3456 11.8993 0.40 0.36 0.43
C 12.1254 14.8834 15.7111 -0.16 0.29 -0.22
C 13.2595 15.8753 15.9020 -0.30 0.16 -0.25
C 14.5364 15.1910 16.3977 -0.46 0.26 -0.74
O 14.4060 14.7139 17.7039 -0.69 0.52 0.61
C 15.5913 14.1979 18.2088 0.48 -0.39 0.82
N 13.4870 16.4502 14.5532 0.06 0.58 0.64
H 11.5873 14.5522 16.5928 0.18 0.14 0.33
H 12.5662 14.0082 15.2408 -0.28 -0.20 -0.34
H 11.4294 15.4045 15.0398 -0.06 -0.55 0.10
H 12.9166 16.6961 16.5660 0.47 -0.38 -0.23
H 15.3482 15.9279 16.2982 0.20 -0.25 0.18
H 14.6873 14.3499 15.6890 0.38 0.26 0.21
H 15.8702 13.3469 17.5915 0.68 -0.06 -0.10
H 15.5023 13.8389 19.2425 -0.76 -0.09 -0.27
H 16.3760 14.9513 18.3436 0.17 0.07 -0.77
H 13.7817 15.7520 13.8813 0.10 -0.33 0.14
H 14.2056 17.1640 14.6017 0.01 -0.02 -0.10
C 16.9089 13.0334 8.5839 0.54 0.42 0.40
C 16.2649 11.6923 8.7874 0.36 -0.50 -0.70
C 15.4388 11.4099 7.5101 -0.84 -0.14 0.02
O 14.5128 12.4608 7.1902 1.29 0.03 -0.68
C 13.3955 12.5779 8.0242 0.75 -0.58 0.09
N 17.2861 10.6324 8.9225 -1.07 0.06 -0.96
H 16.1940 13.8549 8.4026 0.44 -0.45 -0.01
H 17.6313 12.9258 7.7870 -0.10 0.16 -0.83
H 17.5765 13.2919 9.4013 -0.29 0.15 0.57
H 15.6075 11.7140 9.6473 -0.33 0.02 0.43
H 14.8574 10.4654 7.5081 0.28 0.13 0.55
H 16.1271 11.2972 6.6709 0.04 0.37 0.01
H 13.6857 12.9837 9.0009 -0.26 -0.17 0.04
H 12.9908 11.5628 8.1144 -0.63 0.27 0.35
H 12.7341 13.2748 7.5261 -0.41 -0.06 0.04
H 16.8178 9.8087 9.2771 0.25 -0.20 0.28
H 18.1076 10.8406 9.4602 -0.11 0.38 0.38
C 17.1852 17.2112 13.1555 0.74 0.26 1.25
C 17.2382 16.3331 11.9632 -0.89 0.20 -1.80
C 18.4264 16.4813 11.0088 0.71 0.39 0.10
O 18.3217 15.6338 9.8769 -0.93 -0.24 0.92
C 19.4338 15.7392 9.0173 -0.36 0.05 1.18
N 17.1053 14.9538 12.3155 -0.11 -1.59 0.30
H 16.9767 18.2675 12.9290 0.07 -0.44 0.13
H 18.1208 17.1227 13.7194 0.19 0.37 -0.09
H 16.4616 16.7863 13.8638 -0.26 0.36 -0.35
H 16.3115 16.5339 11.4161 0.11 0.19 -0.41
H 19.3070 16.1844 11.6185 0.04 0.25 -0.34
H 18.5842 17.4829 10.5853 -0.12 0.25 0.62
H 20.3276 15.4476 9.5792 0.19 -0.34 -0.38
H 19.5586 16.7880 8.7769 0.12 0.26 -0.72
H 19.1767 15.0883 8.1937 0.49 0.09 -0.39
H 17.3022 14.4418 11.4621 -0.06 -0.40 0.02
H 17.7741 14.6162 13.0060 0.05 0.34 -0.03
C 17.7700 7.6121 11.0963 0.12 -0.77 0.68
C 16.2782 7.6588 11.4576 1.16 1.09 -0.51
C 16.0456 8.6742 12.5472 -0.03 0.45 -0.46
O 16.6543 9.8915 12.1757 -0.24 -0.26 -0.17
C 16.2860 10.9075 13.0550 0.45 0.95 0.02
N 15.6350 8.0845 10.1885 -0.50 -0.61 0.60
H 18.1426 8.5859 10.8049 -0.19 0.06 -0.33
H 17.9278 6.8581 10.3374 0.05 0.05 -0.60
H 18.4249 7.2769 11.8980 -0.21 0.02 0.49
H 15.9230 6.7238 11.8664 -0.12 -0.64 -0.16
H 16.4379 8.3390 13.5149 0.00 -0.17 -0.02
H 14.9715 8.8343 12.6405 -0.33 0.03 0.24
H 15.2089 11.0544 13.1291 -0.25 -0.39 0.28
H 16.6200 11.8648 12.6366 0.32 -0.22 0.14
H 16.7624 10.7297 14.0334 -0.37 0.27 -0.01
H 14.6168 8.0615 10.2731 0.23 0.07 0.01
H 15.8720 7.3614 9.5173 -0.12 0.13 -0.25
C 9.5711 13.0019 9.8038 0.42 0.20 -0.82
C 8.2609 13.0580 9.0247 0.25 1.30 0.81
C 7.8553 11.7508 8.3945 -0.78 -0.26 -0.51
O 8.8258 11.1325 7.5487 -0.40 -0.15 0.78
C 8.3107 9.8474 7.1581 0.45 1.19 0.17
N 7.1635 13.5607 9.9037 0.02 0.05 -0.60
H 9.3630 12.8673 10.8526 0.15 -1.00 0.37
H 10.1647 13.9133 9.8275 -0.42 0.59 -0.45
H 10.2393 12.3048 9.2983 0.05 -0.55 0.63
H 8.3646 13.7948 8.2408 0.04 0.17 -0.43
H 6.9526 11.9276 7.7867 0.06 0.13 0.14
H 7.5189 11.0823 9.1844 0.20 -0.42 0.31
H 7.3036 10.0146 6.7561 0.27 -0.42 -0.49
H 8.2143 9.1919 8.0112 -0.02 -0.24 0.50
H 9.0607 9.4237 6.4940 -0.42 -0.01 -0.36
H 7.3486 13.3445 10.8754 0.03 -0.21 -0.04
H 7.1153 14.5780 9.8651 0.02 -0.35 -0.13
C 12.1636 13.7398 12.1958 1.06 0.04 -0.31
C 13.6591 13.7357 11.7803 -0.26 0.44 0.33
C 14.0314 14.9114 10.8351 -0.64 -0.52 0.68
O 14.4597 13.8170 12.9747 -0.31 0.24 -0.32
H 11.9710 13.0679 13.0248 0.13 -0.58 -0.13
H 11.5700 13.4742 11.3177 -0.06 0.11 0.34
H 11.8749 14.6989 12.6163 -0.01 0.43 -0.38
H 13.9200 12.7840 11.3051 -0.25 -0.04 -0.19
H 14.9996 14.7439 10.3950 0.62 0.09 0.04
H 14.0014 15.8293 11.4276 0.17 0.05 -0.09
H 13.3628 15.0451 9.9926 -0.43 -0.15 -0.04
H 15.3247 14.1932 12.7189 0.15 -0.01 0.17
```
Forces are in eV/Å.


Entry 2:
Density functional theory data (ωB97M-V/def2-TZVPD) for a cluster of 9 separate species, C27H75N3O12 in total.

## Properties
orbital gap	9.2	eV
SMILES	COCCNCCOC.COCCNCCOC.COCCNCCOC.CCO.CCO.CCO.CO.CO.CO
relative energy (zero: lowest compared OMol25 entry of this formula, charge and spin)	93.5	kcal per mole

The geometry in XYZ format:
```
117
Properties=species:S:1:pos:R:3:forces:R:3
C 4.7785 -1.4147 -0.8934 0.52 0.57 -0.59
O 4.0406 -0.6905 0.0585 -1.40 0.93 -0.13
H 4.5333 -0.9565 -1.8867 0.75 -0.73 0.42
H 5.8778 -1.3300 -0.6387 -1.16 0.02 -0.47
H 4.5174 -2.4799 -0.8762 -0.03 0.07 -0.15
H 3.2083 -0.3165 -0.3718 1.28 -0.65 0.86
C -1.8239 -2.3933 -1.9029 -0.16 1.47 1.80
O -1.1477 -3.3697 -2.5746 1.78 -0.92 -1.32
H -2.8792 -2.6349 -1.8449 -0.28 -0.06 -0.33
H -1.5061 -2.3039 -0.8395 -0.01 -0.14 -0.31
H -1.6996 -1.3760 -2.3019 -0.13 -0.16 -0.28
H -0.2442 -3.0559 -2.8608 -1.28 -0.18 0.44
C -0.9040 -3.0074 5.0686 0.22 -0.13 0.48
O -1.2617 -4.1563 4.3108 0.14 0.25 0.32
H -0.8007 -3.4109 6.1018 0.24 0.56 -0.61
H 0.0542 -2.5016 4.7431 -0.85 -0.67 0.25
H -1.6952 -2.2323 5.1178 0.19 -0.31 -0.25
H -1.3821 -3.9742 3.3637 0.18 0.36 0.02
C -3.1083 1.1147 6.4703 -1.03 0.68 1.30
O -2.6786 0.8992 5.2119 1.23 -0.55 -2.43
C -1.4171 1.5144 4.9427 -1.13 0.59 0.41
C -1.2055 1.5060 3.4301 -0.41 -0.80 0.85
N -2.3023 2.3011 2.9095 -0.71 -0.04 1.20
C -2.5926 1.9955 1.5553 0.28 -0.70 -1.24
C -1.4260 2.3812 0.6692 -0.33 1.01 -1.15
O -1.8149 2.2421 -0.7225 0.00 -0.09 1.46
C -0.7206 2.5496 -1.5755 -1.50 0.33 -0.07
H -4.1354 0.8030 6.4506 -0.69 0.03 0.48
H -3.0165 2.1746 6.7528 -0.24 0.01 0.03
H -2.5975 0.5459 7.2240 0.57 -0.53 0.49
H -0.6796 1.0217 5.5190 1.19 -0.85 0.33
H -1.5375 2.5031 5.4432 0.57 0.07 -1.02
H -1.2304 0.4085 3.0706 0.06 1.33 0.40
H -0.2387 1.9405 3.1655 -0.01 -0.12 0.04
H -3.1279 2.0373 3.4854 0.77 0.42 -0.59
H -3.4276 2.5812 1.1819 -0.26 0.04 0.11
H -2.8415 0.9320 1.4481 0.02 -0.15 -0.31
H -0.4511 1.9116 0.8226 -0.34 -0.51 0.25
H -1.2593 3.4513 0.9153 0.07 -0.14 -0.36
H -0.2700 3.4466 -1.1562 0.49 0.31 -0.43
H -1.2011 2.7561 -2.5646 0.85 -0.23 0.61
H -0.0351 1.7166 -1.5530 0.45 -0.11 -0.46
C 5.7131 0.1843 -5.5039 0.10 -0.70 -0.81
O 4.9809 0.7804 -4.4896 -0.24 0.97 0.57
C 5.6485 1.7917 -3.7303 0.43 -1.25 -0.84
C 4.6513 2.7636 -3.2469 -0.24 0.89 0.99
N 3.8228 3.2620 -4.2983 -1.14 0.23 -1.06
C 2.4710 3.7506 -3.8967 1.05 -0.04 0.66
C 1.5282 3.7227 -5.0699 0.15 1.64 -0.30
O 1.3433 2.4071 -5.4732 -1.75 -1.22 -0.60
C 0.1106 2.2556 -6.2495 0.82 2.04 0.08
H 6.6230 -0.2538 -5.0882 0.21 -0.17 -0.15
H 6.0140 0.8507 -6.3704 -0.55 -0.44 0.93
H 5.0347 -0.6330 -5.8347 0.86 0.49 -0.32
H 6.3882 2.3289 -4.3260 -0.10 0.01 -0.55
H 6.2468 1.3330 -2.9396 -0.27 -0.08 0.35
H 5.2983 3.5090 -2.8157 -0.05 0.96 0.41
H 3.9887 2.4383 -2.4630 0.01 -0.86 0.82
H 3.6472 2.4301 -4.8560 -0.12 0.17 -0.31
H 2.5310 4.7983 -3.5339 0.08 -0.52 -0.13
H 2.0493 3.1294 -3.0621 0.20 0.32 -0.49
H 1.9805 4.3563 -5.9174 -0.74 -0.71 0.98
H 0.5547 4.1780 -4.7278 0.78 -0.27 -0.44
H 0.3533 2.5900 -7.2882 -0.47 -0.59 0.55
H -0.6625 2.9616 -5.8508 0.56 -0.48 -0.24
H -0.3272 1.2727 -6.1816 0.48 -0.49 -0.06
C -1.2093 -5.2623 1.2056 -0.64 0.55 2.11
O -1.7676 -4.0169 1.6664 0.30 0.55 -0.01
C -3.1927 -3.9067 1.7999 0.53 -0.47 -0.80
C -3.4929 -2.4465 2.0755 0.58 1.13 0.44
N -4.8592 -2.1198 2.5100 0.80 -2.21 0.31
C -4.9750 -0.7209 2.7592 -0.45 1.29 0.48
C -6.3196 -0.4996 3.4185 -1.38 -0.25 -0.48
O -6.3126 -1.2209 4.6572 0.15 -0.16 -0.14
C -7.5527 -1.7902 4.9962 -1.67 1.08 -1.19
H -1.4562 -5.3788 0.1841 0.55 -0.02 -1.42
H -1.7343 -6.0869 1.7084 0.35 -0.02 0.24
H -0.1414 -5.2135 1.5411 -0.93 -0.32 -0.89
H -3.4720 -4.5755 2.6109 -0.47 -0.03 0.20
H -3.6454 -4.2383 0.8508 -0.15 0.05 0.34
H -3.2952 -1.8576 1.1488 -0.08 -0.42 0.46
H -2.7325 -2.0524 2.8293 -0.65 -0.53 -0.65
H -5.1817 -2.7405 3.2963 0.70 1.28 -0.87
H -4.9492 -0.2305 1.7651 -0.03 0.12 0.55
H -4.2067 -0.2213 3.4242 -0.22 -0.81 -0.57
H -7.1151 -0.8745 2.7059 0.65 -0.09 0.82
H -6.6242 0.5428 3.6058 0.56 -0.06 0.02
H -8.3533 -0.9583 4.9794 0.94 -1.19 0.63
H -7.5171 -2.3631 5.9260 0.22 0.54 0.01
H -7.9074 -2.4827 4.2080 0.30 0.06 0.15
C 2.1934 -1.1168 -5.5170 -0.78 -2.05 0.67
C 1.2303 -0.9465 -4.3423 1.12 -0.16 0.15
O 1.2520 -2.0755 -3.4409 0.66 -0.11 -0.57
H 1.9976 -2.1403 -5.9320 0.10 0.81 0.01
H 3.2296 -1.1286 -5.1919 0.02 0.35 0.10
H 2.0124 -0.3945 -6.2797 0.08 0.63 -0.49
H 0.2323 -0.7838 -4.6544 -1.19 -0.37 -0.58
H 1.4459 -0.0508 -3.7958 0.55 0.54 0.55
H 2.0891 -2.5566 -3.5900 -0.62 0.36 0.19
C 4.6732 2.6595 0.9334 -0.77 -0.64 -1.18
C 3.7547 1.9619 1.9179 -0.18 0.03 0.70
O 2.3160 2.1613 1.7059 0.46 1.69 0.54
H 4.3971 2.2663 -0.0427 0.25 -0.38 -0.27
H 5.7362 2.4805 1.0670 -0.03 -0.21 0.37
H 4.5195 3.6961 0.7635 -0.20 1.27 0.60
H 4.0028 2.2624 2.9667 -0.23 -0.55 -0.69
H 3.8764 0.8903 1.7190 0.09 0.23 0.62
H 2.0574 3.0542 2.0647 0.49 -1.35 -0.63
C 1.1130 -1.9703 -0.0376 1.12 2.68 0.56
C 0.6457 -0.5993 0.5251 -0.77 -1.36 -1.80
O 1.3022 0.4279 -0.2168 -0.11 -2.05 -1.32
H 2.1381 -2.0586 0.3143 0.08 -0.48 -0.18
H 1.0772 -1.9946 -1.1013 -0.01 0.13 -0.84
H 0.5212 -2.7246 0.3349 -1.33 -1.84 0.99
H 0.9383 -0.5780 1.5505 -0.03 0.34 0.94
H -0.4649 -0.5160 0.4003 0.73 0.14 0.30
H 1.3864 1.1529 0.3510 0.58 2.04 1.44
```
Forces are in eV/Å.


Question: Among the records above, which one has the highest relative energy (zero: lowest compared OMol25 entry of this formula, charge and spin)?
Answer: C27H75N3O12


Question: What is the relative energy (zero: lowest compared OMol25 entry of this formula, charge and spin) in the first record?
Answer: 14.2 kcal per mole